Entry 1:
ORCA calculation (ωB97M-V/def2-TZVPD) on a structure of composition C22H17Co2N2O8 in a non-equilibrium geometry.

Positions of all 51 atoms, in Å:
H -0.63879 -3.87773 1.27725
C -0.79693 -6.10908 -0.23871
H 0.25883 -6.09336 -0.00910
C -1.75668 -6.51780 0.70131
C -3.05200 -6.78590 0.26598
N -3.37320 -6.51107 -1.03291
C -4.62778 -6.90985 -1.53843
C -4.75713 -7.21135 -2.90228
C -5.98225 -7.57901 -3.41090
C -7.12780 -7.57035 -2.59055
O -8.31280 -7.80194 -3.20572
C -9.53609 -7.55674 -2.47572
C -6.99008 -7.28759 -1.21960
C -5.73984 -7.00032 -0.69731
C -2.50909 -5.79324 -1.84982
C -1.28228 -5.37692 -1.35703
C -0.65854 -4.23609 -2.11332
N 0.41072 -3.56068 -1.54318
O -1.16726 -3.89125 -3.17276
H -1.54571 -6.65788 1.75818
H -3.75968 -7.36038 0.86115
H -3.88098 -7.16293 -3.54731
H -6.09830 -7.83606 -4.45334
H -10.32317 -7.88470 -3.15400
H -9.57457 -8.14313 -1.54735
H -9.65622 -6.48409 -2.26420
H -7.85775 -7.29677 -0.57416
H -5.63733 -6.79306 0.36764
H -2.87349 -5.59653 -2.86666
H 1.07683 -4.07790 -0.98371
H 0.88095 -2.92851 -2.18349
O -3.52667 -0.61713 4.83197
C -2.46598 -0.34801 4.47649
Co -0.83894 0.08743 3.96259
C -1.26700 1.08139 2.54756
O -1.52051 1.78362 1.67040
C -0.70804 1.21814 5.30714
O -0.61398 1.99330 6.15855
C -0.44964 -1.76675 3.55109
C -0.39038 -2.09724 2.23556
C -1.06288 -2.90222 1.25741
Co 1.01647 -1.13750 2.60182
C 1.04946 -0.51140 0.94652
O 1.08850 -0.08446 -0.12514
C 2.70295 -1.75999 2.64000
O 3.79723 -2.11096 2.73448
C 1.34028 0.42631 3.51302
O 2.09491 1.25114 3.83533
H -0.52855 -2.51387 4.35530
H -0.89316 -2.55499 0.22787
H -2.13563 -3.04140 1.43155

Its charge is -1. The max |F| comes out at 4.0 eV/Å. Its LUMO energy is 1.8578 eV. The value obtained for the energy above the lowest of the compared OMol25 structures with the same formula, charge and spin is 26.2 kcal per mole. The calculation puts the HOMO energy at -1.1 eV.

Entry 2:
ORCA calculation (ωB97M-V/def2-TZVPD) on a structure of composition C17H32GeN2O4PdSeSi3 in a non-equilibrium geometry.

Positions of all 61 atoms, in Å:
Pd -0.16969 1.78003 -0.80052
O -3.54747 3.28657 1.65108
C -2.44464 2.80355 1.13978
O -2.35112 2.29887 0.03471
C -1.25650 2.94771 2.03887
C -1.29887 3.55114 3.28684
C -0.09986 3.73037 3.96052
C 1.08668 3.35235 3.34634
C 1.02396 2.76636 2.09093
N -0.13040 2.53031 1.48194
C 2.20747 2.40607 1.23609
O 3.41159 2.81313 1.55416
O 2.04960 1.74054 0.22842
H -4.28662 3.25134 1.01649
H -2.23794 3.88126 3.70958
H -0.08581 4.18981 4.94013
H 2.02763 3.51542 3.85777
H 3.45189 3.39922 2.32602
Se 0.12630 3.44734 -2.58508
C 0.07341 4.49502 -1.10029
N 0.03962 5.13732 -0.13658
C -2.03283 -1.25289 2.18876
Si -2.18286 -1.90649 0.47910
C -1.89028 -3.69293 0.23315
C -3.39503 -1.05970 -0.60423
Ge 0.06951 -0.68483 -0.46372
Si -0.08237 -1.06218 -3.24096
C -1.56132 -0.07426 -3.71723
C 1.58491 -0.35740 -3.59762
C -0.25679 -2.87418 -3.42689
Si 2.46820 -1.85406 0.33491
C 2.19647 -1.43262 2.10663
C 2.14639 -3.58955 -0.14644
C 3.75327 -0.94620 -0.59162
H -2.87064 -1.64357 2.78110
H -2.08836 -0.16305 2.20514
H -1.11059 -1.57578 2.67484
H -2.81523 -4.22248 0.49882
H -1.10109 -4.06681 0.88631
H -1.65755 -3.94195 -0.80294
H -4.36659 -1.07319 -0.09449
H -3.51398 -1.57189 -1.56003
H -3.13205 -0.01420 -0.77511
H -1.84300 0.68327 -2.98722
H -2.41814 -0.73159 -3.87344
H -1.34921 0.43122 -4.66535
H 1.86465 0.44714 -2.91754
H 1.58860 0.04262 -4.61824
H 2.34830 -1.13602 -3.54541
H -1.23976 -3.22302 -3.10783
H 0.51753 -3.42914 -2.89652
H -0.15605 -3.10426 -4.49673
H 1.65273 -2.23379 2.61074
H 1.65522 -0.49478 2.24202
H 3.17257 -1.32506 2.59364
H 1.17949 -3.95251 0.20232
H 2.92150 -4.20928 0.32716
H 2.22781 -3.73830 -1.22410
H 3.47253 0.08711 -0.80156
H 4.00103 -1.46212 -1.52000
H 4.65379 -0.91499 0.03339

Its charge is +3. The max |F| comes out at 2.0 eV/Å. The multiplicity is 6. Its LUMO energy (alpha / beta) is -8.7578 / -11.7581 eV. The expectation value of S² is 8.7695. The value obtained for the energy above the lowest of the compared OMol25 structures with the same formula, charge and spin is 29.7 kcal per mole. The calculation puts the HOMO energy (alpha / beta) at -16.8 / -18.0 eV.

Entry 3:
ORCA calculation (ωB97M-V/def2-TZVPD) on a structure of composition C4H6I3NO3 in a non-equilibrium geometry.

Positions of all 17 atoms, in Å:
C -1.41513 -3.06236 0.74941
C 1.86362 0.41978 0.74482
C 1.33547 -0.42616 -0.13644
C -2.18150 0.59780 -0.46855
N 1.91353 1.83772 0.51758
O -0.97849 -4.13029 0.70890
O -1.77222 -1.99055 0.81679
O 0.95681 -0.01772 -1.43002
I -2.04694 -0.46881 -2.36536
I -2.04930 2.75898 -0.60779
I -4.06058 0.05967 0.48758
H 2.13749 0.07021 1.75318
H 1.56756 -1.44370 0.13366
H 2.70764 2.25928 0.99098
H -1.34286 0.44846 0.10133
H 2.25269 2.13433 -0.45824
H 1.11220 0.95338 -1.53787

The max |F| comes out at 3.3 eV/Å. Its LUMO energy is -0.6223 eV. The value obtained for the energy above the lowest of the compared OMol25 structures with the same formula, charge and spin is 0.0 kcal per mole. The calculation puts the HOMO energy at -8.5 eV.

Entry 4:
ORCA calculation (ωB97M-V/def2-TZVPD) on a structure of composition C20H65AgF3O16 in a non-equilibrium geometry.

Positions of all 105 atoms, in Å:
Ag 4.92107 -0.73106 0.23480
C 1.42598 0.41270 0.27752
O 0.48318 -0.67494 0.62273
O 2.69095 -0.23233 0.29507
C 1.04276 1.30179 -0.86367
F -0.10384 1.93797 -0.70194
F 1.93205 2.33444 -0.99519
F 1.00679 0.63836 -2.02672
C -0.69916 -0.47639 1.38227
C -1.28675 -1.86742 1.66992
H -2.11244 -1.78132 2.37626
H -1.75487 -2.35767 0.81633
H -0.51397 -2.56199 1.99933
H -1.39570 0.20391 0.89223
H -0.53215 -0.02801 2.36164
H 1.30898 1.00048 1.18797
C -0.42533 1.57603 -5.43814
C -1.66878 2.43155 -5.80249
C -1.52379 3.94156 -5.57987
O -2.18024 2.21714 -7.12058
H -0.67655 0.52647 -5.59111
H -0.25975 1.75533 -4.37581
H 0.50440 1.84270 -5.94072
H -2.45917 2.07703 -5.14089
H -2.44846 4.51046 -5.67706
H -0.69171 4.34489 -6.15699
H -1.33066 4.10979 -4.52039
C 1.44619 4.73735 1.48364
O 2.55485 5.07270 2.31564
H 1.56335 3.70722 1.14713
H 0.44064 4.82180 1.89575
H 1.55864 5.39946 0.62512
H 2.26835 5.77192 2.90777
C -1.38343 -3.76195 5.17390
O -0.29402 -3.37154 5.97143
H -1.61130 -4.82667 5.22453
H -2.30358 -3.25602 5.46626
H -1.23417 -3.49895 4.12670
H -0.26451 -3.87521 6.78816
C 3.81955 -2.22219 -2.49636
O 4.69781 -2.34744 -1.41109
H 4.30094 -1.87101 -3.40907
H 3.56042 -3.21981 -2.85092
H 3.00646 -1.58613 -2.14650
H 5.27203 -3.11144 -1.50146
C -4.51790 -0.70819 -0.45041
O -4.81888 -1.89333 -1.16490
H -3.58436 -0.93551 0.06431
H -4.39615 0.12928 -1.13738
H -5.24873 -0.40976 0.30121
H -4.12539 -2.01658 -1.81719
C 3.08838 1.28620 -4.24581
O 4.06313 2.20174 -3.85575
H 3.22841 1.10754 -5.31191
H 3.04978 0.34570 -3.69621
H 2.10850 1.74216 -4.10426
H 3.96131 2.94374 -4.45630
C 2.06746 1.96233 3.65507
O 1.72786 1.58690 4.94082
H 2.86907 2.70090 3.64897
H 2.49475 1.13423 3.08959
H 1.24616 2.37860 3.07175
H 1.19441 0.78885 4.92782
C -4.33850 0.32564 3.37087
O -5.52394 0.19429 4.09640
H -4.57482 0.87672 2.46062
H -3.71294 0.99310 3.96355
H -3.75548 -0.58899 3.26306
H -5.80171 -0.71112 3.93933
C -1.61843 -1.07705 -2.57326
O -2.47113 -2.18431 -2.80249
H -2.17165 -0.20177 -2.91372
H -1.20194 -0.98646 -1.57004
H -0.88227 -1.24705 -3.35892
H -2.12120 -2.65546 -3.56219
C 0.80046 -3.69525 -1.53902
O 1.69378 -3.32103 -0.49971
H -0.21099 -3.58726 -1.14736
H 0.85569 -3.03762 -2.40652
H 1.04426 -4.67581 -1.94786
H 1.43264 -2.47706 -0.12407
C -1.79260 2.65126 2.15166
O -2.69437 3.50180 2.85275
H -0.81165 3.10514 2.01083
H -1.62639 1.80212 2.81456
H -2.21239 2.37986 1.18304
H -2.33688 3.76508 3.70393
C -1.22626 -5.31329 1.44072
O -0.76307 -6.59059 1.10080
H -2.17264 -5.32763 1.98133
H -0.42290 -4.92901 2.06925
H -1.41705 -4.65596 0.59242
H -0.94242 -7.12984 1.87452
C 2.42424 -2.89118 3.69187
O 3.72701 -3.37928 3.78775
H 1.67236 -3.63199 3.41988
H 2.08481 -2.42295 4.61581
H 2.44115 -2.16078 2.88297
H 4.25143 -2.76330 4.30463
C 1.75808 5.01859 -2.56564
O 0.63294 4.65424 -1.75219
H 2.25261 4.12369 -2.94339
H 1.44750 5.65747 -3.39236
H 2.45422 5.50739 -1.88405
H 0.77152 3.72732 -1.54431

Its charge is +1. The max |F| comes out at 4.9 eV/Å. The multiplicity is 3. Its LUMO energy (alpha / beta) is -4.9814 / -7.5623 eV. The expectation value of S² is 2.0091. The calculation puts the HOMO energy (alpha / beta) at -11.8 / -11.8 eV.